[1]
C6H24BClCrO6S as an isolated structure in a non-equilibrium geometry. Source: OMol25; level of theory: wB97M-V/def2-TZVPD.

Positions of all 40 atoms, in Å:
Cr (-0.976419, -1.489346, 0.512040)
Cl (-2.401221, -2.783389, -1.096980)
B (0.834416, -2.947781, -0.155176)
H (1.865271, -3.264843, -0.187806)
H (0.694343, -2.340336, 0.725522)
H (0.557131, -2.477573, -1.085904)
H (0.220096, -3.826330, -0.032700)
O (-0.147306, -0.153460, -0.822083)
S (0.389650, 0.747218, -1.849321)
O (-0.519576, 1.384354, -2.810908)
O (1.170079, 2.007987, -1.102480)
C (1.851897, 2.962518, -2.008292)
C (2.503278, 3.982074, -1.202352)
C (1.719382, -0.020185, -2.772166)
H (1.129467, 3.494549, -2.627285)
H (2.533735, 2.477789, -2.707033)
H (1.804100, 4.667927, -0.723955)
H (3.124945, 4.546308, -1.897536)
H (3.109862, 3.447186, -0.471578)
H (1.366575, -0.931972, -3.254102)
H (2.559277, -0.328136, -2.149395)
H (2.049949, 0.776979, -3.438015)
C (-3.278111, 0.644336, -0.282678)
O (-2.668042, -0.087393, 0.885124)
H (-2.469243, 0.606866, -1.012347)
H (-4.091534, 0.043605, -0.689578)
H (-3.553791, 1.694534, -0.186852)
H (-3.214814, 0.225038, 1.609710)
C (-2.249898, -2.388961, 3.139569)
O (-1.153779, -2.606463, 2.327330)
H (-3.128225, -2.427950, 2.495268)
H (-2.334329, -3.358315, 3.630820)
H (-2.325921, -1.484203, 3.742668)
H (-0.490399, -3.073768, 2.840325)
C (1.284592, 0.298431, 2.157970)
O (-0.088236, 0.040455, 1.937581)
H (1.398438, 1.342156, 1.865079)
H (1.762709, 0.060540, 3.108188)
H (1.757623, -0.256923, 1.348073)
H (-0.595973, 0.796476, 2.241256)

Cartesian forces, eV/Å:
-0.347 -1.561 -0.703
-0.151 0.629 0.479
-0.069 -0.629 -0.813
3.980 -0.768 0.169
-0.392 2.941 3.729
-0.967 1.860 -3.336
-2.272 -3.255 0.490
1.430 3.006 -2.144
-0.998 1.055 -0.543
1.298 -1.370 1.636
-0.143 -1.307 -0.885
-1.798 -0.392 -1.000
1.014 0.344 0.890
0.104 -0.002 0.465
-0.508 -0.564 -0.106
0.111 -0.291 0.471
0.041 -0.178 0.086
0.222 0.171 0.277
0.294 0.551 0.237
-0.354 0.330 -0.155
-0.265 0.180 0.417
-0.186 -0.510 -0.326
1.353 -1.536 -0.909
-1.207 1.876 -0.939
-0.305 0.066 -0.131
-0.010 0.048 0.278
0.080 -0.140 1.015
0.223 -0.569 0.529
-2.077 -1.775 -0.116
1.168 0.604 -0.213
-0.093 0.383 -0.228
-0.509 0.525 1.257
0.684 -0.089 0.243
0.381 0.053 -0.449
0.569 0.632 -1.980
-0.559 -0.140 1.342
0.640 0.184 0.474
-0.648 -0.095 0.219
0.428 -0.200 0.317
-0.158 -0.066 -0.044

Computed properties:
Spin multiplicity: 5
Energy above the lowest of the compared OMol25 structures with the same formula, charge and spin in kcal/mol: 84.5
LUMO energy (spin up / spin down) in eV: -0.207 / -0.213
Molar mass in g mol⁻¹: 322.580
Gap between HOMO and LUMO (spin up / spin down) in eV: 6.67 / 7.50
HOMO level (spin up / spin down) in eV: -6.9 / -7.7

Here are the Mulliken charges for atoms 1 to 5, given in e:
1. Cr -0.03
2. Cl -0.57
3. B 0.98
4. H -0.22
5. H -0.35

[2]
C6H24BO10PS2Sb as an isolated structure in a non-equilibrium geometry. Source: OMol25; level of theory: wB97M-V/def2-TZVPD.

Positions of all 45 atoms, in Å:
O (2.322292, -2.032819, 3.629887)
P (1.466160, -2.579980, 2.533744)
Sb (-0.744304, -1.323122, 2.408109)
O (-1.697107, -2.797098, 3.587367)
B (-2.813621, -3.232218, 3.046546)
O (-2.835137, -4.468619, 2.395243)
O (-4.013192, -2.540024, 3.076714)
H (1.318871, -3.990011, 2.642178)
H (2.130798, -2.324960, 1.309421)
H (-0.343375, -0.439375, 3.846400)
H (0.072239, -0.121076, 1.419796)
H (-1.180574, -2.213822, 0.949760)
H (-2.245634, -0.403097, 2.263686)
H (-2.238948, -5.045821, 2.893228)
H (-4.347268, -2.511858, 2.165291)
O (2.114233, -2.798394, -1.450387)
S (2.525160, -2.857415, -2.812043)
O (3.913613, -2.888906, -3.153171)
O (1.813921, -1.676373, -3.600983)
C (1.975266, -0.336954, -3.076750)
C (3.358889, 0.231273, -3.322784)
C (1.711544, -4.187409, -3.627281)
H (1.722221, -0.328476, -2.015831)
H (1.227907, 0.259989, -3.593041)
H (4.118927, -0.319356, -2.772040)
H (3.393455, 1.271732, -3.000468)
H (3.614421, 0.175959, -4.381316)
H (0.651944, -4.146863, -3.393382)
H (2.152984, -5.104658, -3.245941)
H (1.885350, -4.101510, -4.695841)
O (-0.730672, 2.279821, 0.272603)
S (-1.845441, 3.143313, 0.474372)
O (-2.589399, 3.638442, -0.646145)
O (-1.371293, 4.382170, 1.366500)
C (-0.236199, 5.133482, 0.904573)
C (-0.555033, 6.021338, -0.283808)
C (-2.949719, 2.434603, 1.639333)
H (0.585953, 4.451073, 0.682712)
H (0.066517, 5.742688, 1.753422)
H (-0.810372, 5.431904, -1.162076)
H (0.308509, 6.641103, -0.528649)
H (-1.405507, 6.665859, -0.062505)
H (-2.382808, 2.086868, 2.497589)
H (-3.430292, 1.594704, 1.145737)
H (-3.685265, 3.183881, 1.920250)

Cartesian forces, eV/Å:
0.428 0.048 0.629
0.234 0.490 0.587
-0.366 1.460 -0.759
0.803 0.448 0.662
-0.102 -0.657 -0.037
-0.411 -0.915 0.281
-0.448 0.692 -0.901
0.019 -0.093 -0.451
-0.280 -0.540 -0.381
0.117 -0.400 0.163
0.104 -0.166 0.041
-0.028 -0.272 0.177
0.035 -0.213 0.088
0.154 0.242 -0.585
-0.271 -0.179 0.533
0.163 -0.054 0.344
-0.377 0.075 -0.339
0.201 -0.049 0.052
0.082 -0.006 -0.202
0.052 0.476 0.276
0.114 -0.228 -0.035
-0.054 -0.030 -0.034
0.003 -0.145 0.005
-0.103 -0.157 -0.095
-0.004 0.002 0.040
-0.092 0.023 -0.008
-0.025 0.055 -0.023
-0.011 0.017 0.021
0.022 -0.001 0.045
0.017 0.014 -0.017
0.256 0.025 -0.381
-0.245 -0.024 0.496
0.014 -0.003 -0.171
-0.144 0.109 0.019
0.376 0.201 -0.186
-0.143 -0.115 -0.088
-0.045 0.122 0.064
-0.083 -0.103 -0.011
-0.112 -0.075 0.130
0.013 -0.024 -0.006
0.028 0.011 0.086
0.021 0.048 0.030
0.026 -0.065 -0.021
0.057 -0.069 -0.011
0.003 0.028 -0.023

Computed properties:
LUMO energy in eV: 2.350
Molar mass in g mol⁻¹: 483.928
Total charge: -1
Gap between HOMO and LUMO in eV: 6.43
HOMO level in eV: -4.1

Here are the Mulliken charges for atoms 1 to 5, given in e:
1. O -0.69
2. P 0.40
3. Sb 0.53
4. O -0.67
5. B 0.65

[3]
C6H24BrN12O6Y as an isolated structure in a non-equilibrium geometry. Source: OMol25; level of theory: wB97M-V/def2-TZVPD.

Positions of all 50 atoms, in Å:
Y (-0.898649, -1.410624, -0.176013)
Br (1.365261, -5.045004, 2.193847)
C (2.310871, -4.416144, -4.282813)
O (1.496661, -3.868804, -3.595513)
N (2.510891, -5.725824, -4.358603)
N (3.083791, -3.733374, -4.960383)
H (2.032491, -6.369884, -3.745063)
H (3.185441, -6.079454, -5.021943)
H (3.621821, -4.245784, -5.644533)
H (3.286021, -2.755224, -4.810623)
C (5.000261, -0.051554, 0.624247)
O (3.827131, -0.175614, 0.225737)
N (5.683751, -1.078264, 1.179467)
N (5.860301, 0.884516, 0.256227)
H (6.628201, -0.737094, 1.287687)
H (5.435861, -2.008084, 1.486217)
H (6.803491, 0.891186, 0.617397)
H (5.577071, 1.601716, -0.396083)
C (-0.307619, 1.423026, -5.645703)
O (-0.552659, 1.154646, -4.455743)
N (0.775321, 2.118836, -6.111653)
N (-1.178359, 1.131996, -6.549403)
H (0.834561, 2.490056, -7.049093)
H (1.340351, 2.599376, -5.426153)
H (-0.963129, 1.440456, -7.486763)
H (-1.851089, 0.471516, -6.187053)
C (-3.963549, 3.901296, -0.123263)
O (-3.147029, 3.027426, 0.093037)
N (-5.255059, 3.717146, 0.157707)
N (-3.695669, 4.942096, -0.809293)
H (-5.895169, 4.378146, -0.258733)
H (-5.641279, 2.831426, 0.451707)
H (-4.397189, 5.564546, -1.184173)
H (-2.700559, 5.039426, -0.952013)
C (-4.700819, -2.351294, 4.240727)
O (-4.096679, -2.101754, 3.264877)
N (-4.182179, -2.798284, 5.372877)
N (-6.024839, -2.326854, 4.461837)
H (-3.217359, -3.096924, 5.367487)
H (-4.796649, -3.059344, 6.130757)
H (-6.540509, -2.617104, 5.280337)
H (-6.488079, -2.139234, 3.584167)
C (1.017771, 2.009366, 5.064327)
O (0.502241, 1.234336, 4.321497)
N (1.889671, 2.874956, 4.648517)
N (0.856021, 1.978626, 6.346737)
H (2.370521, 3.434146, 5.338567)
H (2.115691, 3.054436, 3.680627)
H (0.398651, 1.155266, 6.711407)
H (0.684011, 2.841546, 6.842597)

Cartesian forces, eV/Å:
0.694 -0.252 0.477
-0.446 0.691 -0.451
-2.829 -2.450 3.062
-3.174 0.958 3.141
-0.055 -2.618 -0.112
6.113 3.866 -5.798
-0.005 0.266 -0.384
-0.217 -0.263 0.457
0.459 0.782 0.017
-0.494 -0.354 -0.115
-2.194 -3.395 -1.874
0.399 0.986 0.730
1.478 0.318 1.130
0.608 2.672 -0.542
0.130 -1.538 0.612
-0.468 0.646 -0.141
-0.308 0.336 -0.326
0.048 -0.102 0.375
1.203 1.496 2.634
1.138 -0.096 -0.047
0.832 0.253 0.849
-1.565 -0.851 -2.091
-0.185 -0.203 0.217
-0.140 -0.176 -0.120
-0.943 -0.792 -0.111
-0.372 0.196 -1.093
-1.500 -3.941 0.510
1.807 -1.272 0.993
-2.379 0.419 0.436
1.709 3.874 -1.978
-0.221 -0.311 0.379
0.474 0.267 -0.058
0.564 0.067 0.150
-0.340 0.608 -0.464
-2.139 -1.778 4.459
1.926 1.244 -4.242
2.814 -0.892 2.102
-2.260 1.309 -2.947
-0.243 0.114 0.362
0.664 -0.081 -0.137
0.347 0.068 -0.443
-0.878 0.042 0.564
0.333 -0.463 -1.768
-1.888 -2.839 -2.575
2.849 3.562 -0.850
-1.031 -0.134 5.010
0.075 -0.071 -0.326
-0.415 -0.291 0.277
-0.212 0.353 -0.081
0.237 -0.227 0.131

Computed properties:
Energy above the lowest of the compared OMol25 structures with the same formula, charge and spin in kcal/mol: 488.9
LUMO energy in eV: -11.030
Molar mass in g mol⁻¹: 529.146
Total charge: +2
Gap between HOMO and LUMO in eV: 2.34
HOMO level in eV: -13.4

Here are the Mulliken charges for atoms 1 to 5, given in e:
1. Y 2.01
2. Br -0.04
3. C 0.64
4. O -0.70
5. N -0.38

[4]
C6H24FeN14O12 as an isolated structure in a non-equilibrium geometry. Source: OMol25; level of theory: wB97M-V/def2-TZVPD.

Positions of all 57 atoms, in Å:
Fe (0.280266, -0.294066, -1.085497)
N (-2.238490, 0.688087, 0.016370)
O (-3.144226, -0.044933, -0.369136)
O (-2.306651, 1.307527, 1.049310)
O (-1.210438, 0.977410, -0.830949)
N (-0.043260, 1.214371, -3.697874)
O (-0.967783, 1.224780, -4.461445)
O (0.663510, 2.177425, -3.446004)
O (0.356681, 0.116990, -3.125385)
C (-2.297835, -1.896344, -1.866647)
O (-1.172425, -1.598138, -1.406282)
N (-2.752117, -1.438127, -3.058113)
N (-3.095673, -2.644474, -1.092308)
H (-3.741424, -1.442351, -3.126888)
H (-2.161135, -0.760064, -3.704617)
H (-2.868866, -2.759213, -0.085921)
H (-3.822455, -3.174478, -1.532865)
C (1.344957, 4.326847, 0.371966)
O (1.578466, 3.519275, 1.290635)
N (0.306267, 4.230198, -0.426371)
N (2.069192, 5.399796, 0.238576)
H (-0.059083, 3.329739, -0.606671)
H (0.223639, 4.827709, -1.164094)
H (2.695729, 5.662431, 0.997565)
H (1.718776, 6.156780, -0.271137)
C (-2.343550, -2.000780, 3.692420)
O (-1.291402, -2.501564, 3.295782)
N (-2.626626, -0.682498, 3.491958)
N (-3.348243, -2.696060, 4.316540)
H (-3.592148, -0.365937, 3.350819)
H (-2.045532, -0.316395, 2.723450)
H (-4.089902, -2.205983, 4.810584)
H (-3.189165, -3.479639, 4.868417)
C (0.628778, -0.161357, 1.765953)
O (-0.053936, -0.761135, 0.854000)
N (1.672591, -0.786366, 2.463797)
N (0.389099, 1.116233, 2.012409)
H (1.453293, -1.713123, 2.705575)
H (2.043868, -0.301485, 3.244072)
H (-0.284456, 1.648999, 1.468018)
H (0.899517, 1.755399, 2.570831)
C (3.028148, 1.247343, -1.120766)
O (1.881035, 0.864399, -0.821861)
N (3.726215, 2.045228, -0.253241)
N (3.465984, 1.030867, -2.330963)
H (3.161918, 2.337579, 0.535078)
H (4.678554, 2.392716, -0.429954)
H (4.140236, 1.686728, -2.611261)
H (2.981379, 0.707799, -3.132620)
C (1.248560, -3.080965, -0.835669)
O (1.379098, -1.853889, -1.191560)
N (1.835559, -3.979557, -1.631650)
N (0.651801, -3.432219, 0.332980)
H (1.755936, -4.963271, -1.546895)
H (2.116324, -3.552798, -2.482234)
H (-0.052032, -2.736962, 0.722636)
H (0.423502, -4.368482, 0.557136)

Cartesian forces, eV/Å:
-0.534 0.700 -1.187
-1.088 0.461 -1.795
1.282 0.550 0.251
0.704 0.222 0.616
-0.930 0.086 0.989
1.737 0.723 0.615
-0.938 -0.592 -0.234
-0.132 1.054 -0.063
-0.700 -1.558 0.446
0.567 1.371 -0.105
0.083 -0.808 -0.323
2.124 0.884 -0.848
-0.079 -0.700 0.461
-0.657 0.228 -0.527
-1.514 -1.877 2.130
-0.264 0.087 -1.487
-0.318 -0.095 0.318
-0.243 -1.788 2.715
0.232 -0.465 -0.429
-1.164 -1.594 0.450
2.771 2.149 0.687
-0.499 -0.982 0.056
-0.252 1.834 -2.288
-0.380 -0.382 -0.354
-0.381 1.113 -0.904
-0.028 -0.536 -0.106
-0.375 0.018 0.349
0.092 1.168 -1.468
-1.248 1.182 0.120
0.536 -0.461 0.402
-0.386 -0.044 0.736
0.336 0.544 -0.642
1.209 -1.837 0.393
0.682 0.303 0.370
0.990 0.252 1.628
-1.602 1.061 -1.723
-0.756 -0.005 -0.528
-0.222 -1.520 0.035
0.191 0.691 0.599
-0.051 -0.669 -0.213
0.987 -0.005 0.696
-1.157 1.432 0.681
-0.906 -0.545 1.515
0.022 -0.986 -0.897
2.216 0.136 -1.026
0.235 0.340 0.211
-1.096 -0.378 0.197
1.317 0.623 -0.445
-1.368 -0.641 0.105
-0.147 0.823 0.736
0.495 -1.849 0.260
-0.332 0.746 0.480
-1.069 2.100 -0.270
-0.108 -0.620 0.116
0.486 -0.157 -0.770
1.536 -0.815 -0.600
0.097 -0.973 -0.136

Computed properties:
Spin multiplicity: 6
LUMO energy (spin up / spin down) in eV: -1.915 / -3.738
Molar mass in g mol⁻¹: 540.189
Total charge: +1
Gap between HOMO and LUMO (spin up / spin down) in eV: 10.09 / 8.20
HOMO level (spin up / spin down) in eV: -12.0 / -11.9

Here are the Mulliken charges for atoms 1 to 5, given in e:
1. Fe 1.30
2. N 1.13
3. O -0.64
4. O -0.66
5. O -0.59